No. 1
The following is a DFT calculation (ωB97M-V/def2-TZVPD) of C35H52IrO2P4 as an isolated structure at a distorted geometry.

```
94
Properties=species:S:1:pos:R:3:lowdin_charge:R:1
Ir 2.03 0.73 -1.48 1.00
P 2.77 -0.66 0.01 0.61
P 2.44 2.83 -0.87 0.69
P -0.49 -2.70 -1.46 0.89
H 2.36 1.79 -3.74 0.07
C 1.58 1.10 -3.42 -0.25
C 0.43 1.40 -2.67 -0.22
H 0.03 2.28 -2.19 0.05
C 4.00 -1.39 -1.10 -0.21
C 3.60 0.27 1.31 -0.21
C 2.18 -2.07 0.98 -0.20
C 1.89 4.22 -1.83 -0.22
C 1.84 3.06 0.80 -0.22
C 4.23 2.59 -1.44 -0.17
C -2.04 -3.25 -2.16 -0.20
C -0.82 -2.66 0.30 -0.22
C 0.88 -3.73 -1.97 -0.16
H 1.43 0.21 -4.04 0.08
H -0.35 0.66 -2.88 0.05
H 4.98 -1.22 -0.65 0.08
H 3.94 -0.90 -2.08 0.03
H 3.80 -2.46 -1.19 0.07
H 4.36 -0.41 1.70 0.08
H 2.86 0.50 2.08 0.06
H 4.05 1.19 0.91 0.02
H 1.84 -2.87 0.32 0.01
H 1.36 -1.75 1.64 0.04
H 3.03 -2.42 1.58 0.09
H 2.53 5.07 -1.58 0.09
H 0.84 4.45 -1.63 0.07
H 2.00 4.05 -2.91 0.08
H 2.68 3.25 1.48 0.08
H 1.23 2.22 1.19 0.01
H 1.18 3.92 0.76 0.06
H 4.52 3.54 -1.90 0.07
H 4.31 1.81 -2.21 0.05
H 4.90 2.32 -0.61 0.06
H -2.35 -4.04 -1.50 0.07
H -1.91 -3.59 -3.19 0.07
H -2.71 -2.39 -2.12 0.08
H -1.89 -2.85 0.35 0.06
H -0.60 -1.67 0.73 0.01
H -0.23 -3.48 0.69 0.06
H 0.36 -4.62 -2.34 0.09
H 1.50 -3.98 -1.10 0.04
H 1.51 -3.32 -2.77 0.06
C -0.87 -1.54 -4.87 -0.36
C -0.02 -2.46 -5.64 0.04
C -0.52 -2.70 -6.91 -0.02
C -1.66 -2.02 -7.39 0.00
C -2.32 -1.01 -6.70 -0.03
C -1.86 -0.68 -5.47 0.02
O -1.06 -1.60 -3.61 -0.21
H -0.62 -1.28 -1.72 0.05
H 0.89 -2.93 -5.19 0.12
H 0.00 -3.43 -7.54 0.13
H -2.06 -2.27 -8.36 0.13
H -3.14 -0.41 -7.07 0.13
H -2.30 -0.01 -4.74 0.12
O -0.53 0.53 1.09 -0.40
P -1.25 0.66 2.42 0.77
C -2.74 -0.36 2.52 -0.29
C -3.18 -0.93 3.72 -0.07
C -4.32 -1.73 3.74 -0.02
C -5.06 -1.94 2.56 -0.02
C -4.65 -1.34 1.37 -0.05
C -3.49 -0.54 1.34 -0.09
C -0.12 0.17 3.74 -0.29
C 0.03 -1.18 4.12 -0.09
C 0.98 -1.54 5.09 -0.04
C 1.80 -0.56 5.66 -0.03
C 1.66 0.77 5.27 -0.05
C 0.73 1.14 4.30 -0.10
C -1.76 2.37 2.68 -0.21
C -2.11 2.78 3.98 0.00
C -2.50 4.10 4.22 0.09
C -2.58 5.01 3.15 0.06
C -2.25 4.59 1.86 0.01
C -1.88 3.27 1.62 0.03
H -2.62 -0.76 4.64 0.11
H -4.65 -2.18 4.67 0.13
H -5.95 -2.58 2.57 0.13
H -5.22 -1.48 0.45 0.12
H -3.16 -0.08 0.41 0.11
H -0.60 -1.96 3.67 0.12
H 1.06 -2.58 5.40 0.13
H 2.54 -0.85 6.41 0.13
H 2.28 1.54 5.73 0.12
H 0.65 2.18 3.99 0.10
H -2.07 2.06 4.81 0.14
H -2.76 4.42 5.25 0.16
H -2.90 6.04 3.35 0.15
H -2.30 5.32 1.04 0.14
H -1.67 2.94 0.60 0.13
```

Summary:
- charge = +4
- expectation value of S² = 8.810
- largest force on an atom (Eh/bohr) = 0.07549
- E_HOMO (spin up / spin down) (Eh) = -0.6316 / -0.6750
- Kohn-Sham gap (spin up / spin down) (Eh) = 0.2385 / 0.1392
- energy relative to the best compared isomer or geometry (same formula, charge and spin) (kcal per mole) = 65.5
- 2S+1 = 6

No. 2
The following is a DFT calculation (ωB97M-V/def2-TZVPD) of a 2-piece molecular cluster, C6H13NO4 overall at a distorted geometry.

```
24
Properties=species:S:1:pos:R:3:nbo_charge:R:1
C 2.16 0.59 -0.70 -0.08
C 1.21 0.42 0.60 -0.09
C -0.30 -1.67 0.20 -0.26
C -1.58 -0.75 0.19 0.07
C -1.10 0.59 -0.32 0.03
C -0.09 1.23 0.60 0.10
H 1.95 -1.65 -0.40 0.42
H 1.50 0.69 -1.50 0.16
H 2.99 1.43 -0.56 0.21
H 1.72 0.82 1.43 0.21
H 1.53 -1.61 1.09 0.38
H -0.15 -1.73 -0.83 0.18
H -0.17 -2.63 0.69 0.22
H -1.99 -0.44 1.21 0.17
H -2.64 -2.31 -0.46 0.48
H -0.48 0.56 -1.26 0.18
H -2.87 1.03 -0.77 0.49
H -0.41 1.21 1.72 0.17
H -0.50 2.94 -0.24 0.49
N 0.83 -0.92 0.93 -0.62
O 2.87 -0.76 -0.82 -0.75
O -2.61 -1.18 -0.58 -0.71
O -2.16 1.63 -0.34 -0.73
O 0.29 2.50 0.10 -0.72
```

Summary:
- largest force on an atom (Eh/bohr) = 0.12423
- E_HOMO (Eh) = -0.3451
- Kohn-Sham gap (Eh) = 0.3522
- energy relative to the best compared isomer or geometry (same formula, charge and spin) (kcal per mole) = 111.0

No. 3
The following is a DFT calculation (ωB97M-V/def2-TZVPD) of a 2-piece molecular cluster, CHN3O2P overall at a distorted geometry.

```
8
Properties=species:S:1:pos:R:3:nbo_charge:R:1
C 0.18 -1.20 -2.43 0.36
N 0.01 -1.58 -3.52 -0.38
N 0.43 -0.38 -0.17 -0.23
N 0.47 -1.11 -1.20 -0.23
O 0.07 2.21 1.91 -1.16
O -0.75 0.48 3.49 -1.14
P -0.66 0.91 2.07 1.41
H 0.26 0.66 -0.13 0.36
```

Summary:
- charge = -1
- largest force on an atom (Eh/bohr) = 0.10859
- E_HOMO (spin up / spin down) (Eh) = -0.1628 / -0.1628
- Kohn-Sham gap (spin up / spin down) (Eh) = 0.2235 / 0.2235
- energy relative to the best compared isomer or geometry (same formula, charge and spin) (kcal per mole) = 85.5

No. 4
The following is a DFT calculation (ωB97M-V/def2-TZVPD) of C55H51N2O2P2ReS3Si as an isolated structure.

```
117
Properties=species:S:1:pos:R:3:lowdin_charge:R:1
Re 0.27 0.37 0.36 0.64
C 0.99 -3.20 -1.16 -0.01
C 0.47 -3.07 0.24 -0.29
N 1.32 -2.81 1.17 0.07
N 0.91 -2.91 2.48 -0.09
C 0.37 -1.96 3.12 -1.01
S -0.27 -0.43 2.52 0.60
S 0.28 -2.31 4.86 0.94
C -0.64 -0.94 5.63 -0.45
C -2.11 -1.19 5.81 -0.29
C -2.55 -1.94 6.90 -0.05
C -3.90 -2.19 7.09 -0.08
C -4.83 -1.69 6.19 -0.09
C -4.40 -0.94 5.11 -0.08
C -3.05 -0.69 4.91 -0.05
C -0.98 -3.22 0.50 -0.13
C -1.50 -4.17 1.37 -0.01
C -2.86 -4.26 1.60 -0.05
C -3.72 -3.38 0.95 -0.05
C -3.22 -2.42 0.09 -0.06
C -1.86 -2.34 -0.13 -0.31
O -1.31 -1.37 -0.98 -0.24
H 1.92 -3.77 -1.16 0.09
H 1.19 -2.23 -1.62 0.05
H 0.26 -3.72 -1.78 0.09
H -0.44 -0.02 5.07 0.03
H -0.15 -0.84 6.60 0.08
H -1.83 -2.32 7.61 0.12
H -4.23 -2.77 7.94 0.11
H -5.89 -1.88 6.34 0.10
H -5.13 -0.54 4.41 0.09
H -2.72 -0.12 4.06 0.07
H -0.81 -4.84 1.88 0.12
H -3.25 -5.00 2.28 0.11
H -4.79 -3.44 1.12 0.11
H -3.89 -1.72 -0.41 0.11
O 0.61 1.32 -2.93 -0.43
S 0.70 1.74 -1.52 0.76
C 2.38 2.36 -1.27 -0.33
C 2.82 3.51 -1.92 -0.04
C 4.17 3.78 -1.96 -0.04
C 5.08 2.90 -1.38 -0.04
C 4.63 1.77 -0.73 -0.08
C 3.27 1.49 -0.65 -0.37
P 2.67 0.05 0.30 0.96
C 3.60 -1.28 -0.52 -0.35
C 3.60 -1.27 -1.92 -0.11
C 4.25 -2.26 -2.63 -0.07
C 4.92 -3.27 -1.94 -0.07
C 4.94 -3.28 -0.55 -0.06
C 4.27 -2.29 0.16 -0.08
C 3.39 0.33 1.95 -0.33
C 3.23 -0.68 2.91 -0.12
C 3.70 -0.50 4.20 -0.05
C 4.31 0.70 4.56 -0.06
C 4.46 1.70 3.62 -0.07
C 3.99 1.53 2.32 -0.09
C -0.28 3.23 -1.39 -0.37
C -0.33 4.07 -2.50 -0.08
C -0.96 5.30 -2.38 -0.04
C -1.51 5.67 -1.16 -0.04
C -1.52 4.79 -0.09 -0.06
C -0.95 3.52 -0.21 -0.31
P -1.12 2.20 1.05 0.92
C -0.46 2.93 2.57 -0.37
C -1.12 2.80 3.79 -0.09
C -0.52 3.26 4.95 -0.06
C 0.73 3.85 4.90 -0.06
C 1.40 3.99 3.69 -0.07
C 0.81 3.52 2.53 -0.09
C -2.90 1.98 1.33 -0.34
C -3.41 0.69 1.22 -0.11
C -4.76 0.45 1.43 -0.07
C -5.61 1.50 1.75 -0.06
C -5.10 2.79 1.88 -0.06
C -3.76 3.03 1.67 -0.08
H 2.12 4.19 -2.38 0.10
H 4.52 4.68 -2.45 0.12
H 6.14 3.10 -1.44 0.12
H 5.34 1.09 -0.28 0.13
H 3.07 -0.49 -2.46 0.11
H 4.24 -2.25 -3.71 0.11
H 5.44 -4.04 -2.49 0.11
H 5.46 -4.06 -0.02 0.11
H 4.29 -2.32 1.24 0.10
H 2.74 -1.60 2.65 0.06
H 3.56 -1.29 4.93 0.11
H 4.67 0.84 5.57 0.11
H 4.93 2.64 3.90 0.11
H 4.11 2.34 1.62 0.10
H 0.11 3.75 -3.43 0.12
H -1.00 5.96 -3.23 0.12
H -1.97 6.65 -1.05 0.12
H -1.97 5.10 0.84 0.10
H -2.09 2.32 3.84 0.10
H -1.03 3.16 5.90 0.11
H 1.20 4.22 5.81 0.11
H 2.37 4.45 3.65 0.11
H 1.33 3.63 1.58 0.10
H -2.75 -0.13 1.00 0.05
H -5.14 -0.56 1.35 0.10
H -6.67 1.32 1.92 0.11
H -5.76 3.61 2.14 0.11
H -3.39 4.03 1.80 0.09
C -2.65 0.42 -2.73 -0.13
Si -1.88 -1.25 -2.62 0.45
C -3.12 -2.59 -2.96 -0.15
C -0.45 -1.54 -3.76 -0.15
H -3.33 0.46 -3.59 0.05
H -1.92 1.22 -2.87 0.01
H -3.23 0.63 -1.83 0.03
H -3.18 -2.69 -4.05 0.05
H -4.12 -2.37 -2.59 0.04
H -2.81 -3.55 -2.56 0.05
H -0.81 -1.36 -4.78 0.05
H -0.14 -2.58 -3.70 0.03
H 0.40 -0.88 -3.58 0.01
```

Summary:
- charge = +1
- expectation value of S² = 3.768
- largest force on an atom (Eh/bohr) = 0.00866
- E_HOMO (spin up / spin down) (Eh) = -0.3648 / -0.3717
- Kohn-Sham gap (spin up / spin down) (Eh) = 0.2712 / 0.2303
- energy relative to the best compared isomer or geometry (same formula, charge and spin) (kcal per mole) = 0.0
- 2S+1 = 4

No. 5
The following is a DFT calculation (ωB97M-V/def2-TZVPD) of C17H18BN7O3ReS as an isolated structure at a distorted geometry.

```
48
Properties=species:S:1:pos:R:3:nbo_charge:R:1
H 2.27 -0.71 2.38 0.27
N 0.47 -1.50 1.56 -0.37
B -1.68 -2.79 1.02 0.51
N -0.37 -2.62 1.84 -0.28
C 0.22 -3.30 2.81 0.15
Re -0.13 -0.04 0.67 1.85
H -0.24 -4.21 3.13 0.27
C 1.41 -2.66 3.21 -0.27
H 2.09 -2.98 3.97 0.29
C 1.56 -1.52 2.45 0.04
H -2.29 -3.75 1.39 0.03
C -0.48 1.30 -2.11 -0.80
H 0.03 2.26 -2.24 0.27
H -1.20 1.33 -1.26 0.17
H -0.90 0.77 -2.97 0.26
N -1.25 -2.91 -0.46 -0.35
N -2.52 -1.48 1.15 -0.30
N -0.49 -1.92 -1.03 -0.36
N -1.99 -0.17 0.84 -0.40
C -1.49 -3.88 -1.37 0.05
C -3.76 -1.30 1.57 0.14
H -2.03 -4.76 -1.11 0.25
H -4.33 -2.16 1.85 0.27
C -0.91 -3.48 -2.60 -0.30
C -4.09 0.06 1.57 -0.28
C -0.33 -2.21 -2.33 0.01
C -2.99 0.76 1.12 0.04
H -0.92 -4.00 -3.51 0.27
H -5.03 0.49 1.86 0.29
H 0.16 -1.54 -3.01 0.24
H -2.77 1.81 0.98 0.27
H 0.24 0.62 -1.70 0.16
O 3.71 4.70 2.69 -0.86
S 2.52 4.74 1.88 2.26
O 1.68 5.92 1.95 -0.85
N 1.63 3.32 2.01 -0.67
C 1.62 2.59 0.93 0.57
O 0.96 1.47 0.85 -0.70
C 2.40 3.16 -0.19 -0.20
C 2.64 2.68 -1.49 -0.18
C 3.35 3.48 -2.39 -0.19
C 3.88 4.72 -1.98 -0.15
C 3.68 5.17 -0.67 -0.18
C 2.93 4.37 0.20 -0.21
H 2.25 1.70 -1.78 0.21
H 3.51 3.15 -3.41 0.24
H 4.46 5.32 -2.68 0.25
H 4.09 6.12 -0.31 0.26
```

Summary:
- charge = +2
- expectation value of S² = 3.772
- largest force on an atom (Eh/bohr) = 0.14135
- E_HOMO (spin up / spin down) (Eh) = -0.5390 / -0.5384
- Kohn-Sham gap (spin up / spin down) (Eh) = 0.2149 / 0.2028
- energy relative to the best compared isomer or geometry (same formula, charge and spin) (kcal per mole) = 48.7
- 2S+1 = 4

Number 4 is which compound? C55H51N2O2P2ReS3Si